Record 1
Here is C20H25N3O3S in the gas phase in a non-equilibrium geometry from OMol25. Energies are from wB97M-V/def2-TZVPD.

Energy above the lowest of the compared OMol25 structures with the same formula, charge and spin: 1.792 eV
HOMO level: -9.2 eV
Multiplicity: 1

CARTESIAN COORDINATES (ANGSTROEM)
O1 -3.188 -3.465 1.170
C1 -2.660 -2.611 0.481
N1 -3.233 -1.444 0.147
C2 -4.501 -0.974 0.646
C3 -5.043 0.107 -0.299
C4 -4.094 1.270 -0.411
C5 -4.447 2.557 -0.022
C6 -3.515 3.575 -0.158
C7 -2.261 3.279 -0.667
C8 -1.991 1.966 -1.022
N2 -2.886 1.000 -0.901
C9 -1.284 -2.776 -0.100
C10 -0.818 -4.053 -0.399
C11 0.442 -4.239 -0.941
C12 1.260 -3.146 -1.185
C13 0.803 -1.883 -0.861
S1 1.816 -0.424 -1.097
O2 0.997 0.620 -1.646
O3 3.006 -0.801 -1.807
N3 2.125 -0.029 0.486
C14 1.858 1.316 0.938
C15 2.720 2.407 0.285
C16 4.118 1.932 -0.115
C17 4.844 1.118 0.961
C18 4.588 -0.382 0.817
C19 3.152 -0.790 1.154
C20 -0.449 -1.686 -0.319
H1 -2.752 -0.760 -0.438
H2 -5.195 -1.816 0.713
H3 -4.378 -0.557 1.655
H4 -6.013 0.451 0.062
H5 -5.173 -0.335 -1.289
H6 -5.429 2.758 0.376
H7 -3.767 4.585 0.133
H8 -1.510 4.044 -0.787
H9 -1.028 1.665 -1.416
H10 -1.467 -4.894 -0.200
H11 0.787 -5.234 -1.178
H12 2.242 -3.251 -1.620
H13 0.805 1.522 0.729
H14 1.995 1.317 2.023
H15 2.216 2.760 -0.615
H16 2.796 3.244 0.984
H17 4.038 1.323 -1.017
H18 4.708 2.816 -0.368
H19 5.919 1.284 0.864
H20 4.549 1.458 1.957
H21 4.798 -0.675 -0.213
H22 5.260 -0.937 1.476
H23 2.997 -1.835 0.871
H24 2.979 -0.700 2.232
H25 -0.738 -0.677 -0.071

The molecule's natural (NBO) atomic charges, reported in e, are given here:
1 O -0.6287
2 C 0.6433
3 N -0.6438
4 C -0.2028
5 C -0.4414
6 C 0.2214
7 C -0.2500
8 C -0.1548
9 C -0.2667
10 C 0.0579
11 N -0.4839
12 C -0.0496
13 C -0.1649
14 C -0.2154
15 C -0.1781
16 C -0.3303
17 S 2.3376
18 O -0.9588
19 O -0.9414
20 N -0.7044
21 C -0.2158
22 C -0.4183
23 C -0.4127
24 C -0.4060
25 C -0.4167
26 C -0.2148
27 C -0.1965
28 H 0.4392
29 H 0.2227
30 H 0.1883
31 H 0.2190
32 H 0.2286
33 H 0.2183
34 H 0.2185
35 H 0.2236
36 H 0.2286
37 H 0.2364
38 H 0.2213
39 H 0.2405
40 H 0.2165
41 H 0.2044
42 H 0.2192
43 H 0.2014
44 H 0.2161
45 H 0.2126
46 H 0.2142
47 H 0.1892
48 H 0.2240
49 H 0.2074
50 H 0.2125
51 H 0.2010
52 H 0.2320

---

Record 2
Here is C20H25N3O3S in the gas phase from OMol25. Energies are from wB97M-V/def2-TZVPD.

Energy above the lowest of the compared OMol25 structures with the same formula, charge and spin: 0.000 eV
HOMO level: -8.8 eV
Multiplicity: 1

CARTESIAN COORDINATES (ANGSTROEM)
C1 -1.028 -2.065 1.636
C2 -2.466 -2.259 1.166
C3 -3.234 -3.150 2.138
C4 -3.201 -0.917 1.035
N1 -2.626 -0.063 0.017
C5 -1.823 0.968 0.298
S1 -1.393 1.355 1.959
C6 -0.308 2.771 1.615
C7 0.814 2.451 0.626
O1 1.121 3.224 -0.257
N2 1.449 1.296 0.878
C8 2.603 0.821 0.134
C9 3.847 0.878 1.023
C10 4.979 0.083 0.388
C11 4.598 -1.393 0.362
C12 3.259 -1.603 -0.290
C13 2.930 -2.858 -0.792
C14 1.715 -3.089 -1.409
C15 0.811 -2.050 -1.554
C16 1.131 -0.802 -1.058
C17 2.337 -0.567 -0.408
N3 -1.286 1.743 -0.586
C18 -1.516 1.508 -1.899
O2 -0.879 2.320 -2.737
C19 -2.334 0.493 -2.305
C20 -2.951 -0.365 -1.346
O3 -3.692 -1.299 -1.570
H1 -0.529 -3.028 1.717
H2 -0.463 -1.461 0.929
H3 -1.010 -1.581 2.610
H4 -2.461 -2.732 0.180
H5 -2.740 -4.113 2.234
H6 -4.248 -3.319 1.784
H7 -3.282 -2.687 3.122
H8 -4.235 -1.112 0.735
H9 -3.188 -0.380 1.987
H10 0.114 3.053 2.581
H11 -0.910 3.588 1.222
H12 1.122 0.708 1.632
H13 2.719 1.517 -0.706
H14 3.610 0.448 2.001
H15 4.136 1.919 1.172
H16 5.902 0.221 0.954
H17 5.149 0.439 -0.630
H18 4.558 -1.775 1.387
H19 5.355 -1.973 -0.170
H20 3.645 -3.663 -0.696
H21 1.479 -4.072 -1.787
H22 -0.135 -2.208 -2.050
H23 0.440 0.018 -1.183
H24 -0.306 2.910 -2.216
H25 -2.523 0.309 -3.348

The molecule's natural (NBO) atomic charges, reported in e, are given here:
1 C -0.6204
2 C -0.2280
3 C -0.6018
4 C -0.2181
5 N -0.4369
6 C 0.3658
7 S 0.2606
8 C -0.6101
9 C 0.7119
10 O -0.6568
11 N -0.6225
12 C -0.0699
13 C -0.3952
14 C -0.3926
15 C -0.4228
16 C -0.0034
17 C -0.2099
18 C -0.1920
19 C -0.2366
20 C -0.1442
21 C -0.0727
22 N -0.6113
23 C 0.5614
24 O -0.6483
25 C -0.4714
26 C 0.6424
27 O -0.6245
28 H 0.2172
29 H 0.2184
30 H 0.1984
31 H 0.2228
32 H 0.2144
33 H 0.2132
34 H 0.1985
35 H 0.2421
36 H 0.2065
37 H 0.2485
38 H 0.2597
39 H 0.4041
40 H 0.2414
41 H 0.1924
42 H 0.2197
43 H 0.2132
44 H 0.2029
45 H 0.2098
46 H 0.2177
47 H 0.2088
48 H 0.2132
49 H 0.2213
50 H 0.2013
51 H 0.5170
52 H 0.2451

---

Record 3
Here is C20H25N3O4 in the gas phase from OMol25. Energies are from wB97M-V/def2-TZVPD.

Energy above the lowest of the compared OMol25 structures with the same formula, charge and spin: 1.899 eV
HOMO level: -8.1 eV
Multiplicity: 1

CARTESIAN COORDINATES (ANGSTROEM)
C1 3.210 1.480 -1.519
O1 2.763 0.225 -1.976
C2 1.423 0.037 -2.146
C3 1.027 -1.225 -2.580
C4 -0.316 -1.502 -2.744
C5 -1.287 -0.554 -2.466
C6 -2.756 -0.856 -2.562
N1 -3.353 -1.030 -1.237
C7 -4.798 -0.939 -1.290
C8 -2.903 -2.255 -0.606
C9 -1.513 -2.126 -0.005
O2 -0.760 -3.076 0.086
N2 -1.253 -0.885 0.481
C10 -0.011 -0.363 0.916
O3 0.109 0.833 1.072
N3 0.923 -1.295 1.142
C11 2.295 -0.960 1.468
C12 2.385 -0.006 2.631
C13 1.612 -0.216 3.766
C14 1.694 0.649 4.841
C15 2.558 1.730 4.799
C16 3.337 1.941 3.675
C17 3.249 1.078 2.597
C18 -0.883 0.717 -2.033
O4 -1.880 1.596 -1.744
C19 -1.544 2.798 -1.085
C20 0.467 1.014 -1.898
H1 2.756 1.745 -0.558
H2 4.289 1.382 -1.400
H3 3.002 2.269 -2.249
H4 1.780 -1.971 -2.773
H5 -0.616 -2.484 -3.078
H6 -2.914 -1.751 -3.187
H7 -3.257 -0.007 -3.031
H8 -5.200 -1.014 -0.280
H9 -5.256 -1.723 -1.911
H10 -5.073 0.032 -1.698
H11 -3.573 -2.493 0.226
H12 -2.899 -3.122 -1.288
H13 -1.959 -0.186 0.263
H14 0.697 -2.243 0.853
H15 2.799 -0.532 0.594
H16 2.798 -1.897 1.725
H17 0.936 -1.059 3.799
H18 1.083 0.479 5.716
H19 2.622 2.407 5.638
H20 4.013 2.783 3.635
H21 3.859 1.249 1.721
H22 -2.493 3.262 -0.823
H23 -0.984 3.474 -1.740
H24 -0.968 2.598 -0.176
H25 0.764 1.991 -1.561

The molecule's natural (NBO) atomic charges, reported in e, are given here:
1 C -0.2606
2 O -0.4983
3 C 0.3292
4 C -0.2868
5 C -0.1950
6 C -0.0583
7 C -0.2531
8 N -0.4451
9 C -0.4023
10 C -0.3222
11 C 0.7081
12 O -0.6253
13 N -0.6751
14 C 0.8100
15 O -0.6549
16 N -0.6339
17 C -0.2327
18 C -0.0378
19 C -0.2011
20 C -0.2018
21 C -0.2202
22 C -0.2237
23 C -0.1529
24 C 0.3294
25 O -0.5089
26 C -0.2647
27 C -0.3827
28 H 0.1867
29 H 0.1996
30 H 0.1778
31 H 0.2251
32 H 0.2169
33 H 0.1752
34 H 0.2188
35 H 0.1998
36 H 0.1669
37 H 0.2063
38 H 0.2301
39 H 0.2002
40 H 0.4405
41 H 0.4429
42 H 0.2025
43 H 0.2174
44 H 0.2131
45 H 0.2104
46 H 0.2108
47 H 0.2091
48 H 0.1939
49 H 0.1966
50 H 0.1705
51 H 0.2147
52 H 0.2350

---

Record 4
Here is C20H25N5O3 in the gas phase from OMol25. Energies are from wB97M-V/def2-TZVPD.

Energy above the lowest of the compared OMol25 structures with the same formula, charge and spin: 2.123 eV
HOMO level: -8.8 eV
Multiplicity: 1

CARTESIAN COORDINATES (ANGSTROEM)
C1 -5.227 -1.293 -0.793
O1 -3.988 -0.969 -0.210
C2 -3.688 0.350 0.002
C3 -4.509 1.403 -0.382
C4 -4.127 2.712 -0.141
C5 -2.928 2.985 0.490
C6 -2.112 1.938 0.879
C7 -2.470 0.620 0.644
C8 -1.545 -0.490 1.069
N1 -0.377 -0.532 0.186
C9 -0.706 -0.957 -1.160
C10 -1.179 -2.419 -1.222
N2 -0.490 -3.240 -0.246
C11 0.345 -2.837 0.738
O2 0.776 -3.617 1.561
C12 0.732 -1.362 0.664
C13 1.387 -0.867 1.955
C14 2.192 0.404 1.721
O3 3.313 0.572 2.155
N3 1.512 1.344 1.020
C15 2.186 2.479 0.447
C16 2.697 2.164 -0.974
C17 3.708 1.063 -0.903
C18 5.060 1.315 -0.671
N4 5.945 0.344 -0.548
C19 5.494 -0.899 -0.637
C20 4.155 -1.163 -0.876
N5 3.267 -0.187 -1.016
H1 -5.263 -2.381 -0.823
H2 -6.064 -0.923 -0.193
H3 -5.307 -0.902 -1.812
H4 -5.451 1.216 -0.874
H5 -4.778 3.517 -0.448
H6 -2.633 4.005 0.683
H7 -1.179 2.139 1.384
H8 -1.191 -0.272 2.078
H9 -2.089 -1.441 1.097
H10 -1.490 -0.307 -1.556
H11 0.191 -0.826 -1.771
H12 -1.001 -2.822 -2.224
H13 -2.257 -2.464 -1.026
H14 -0.758 -4.214 -0.211
H15 1.506 -1.294 -0.116
H16 0.653 -0.686 2.741
H17 2.062 -1.644 2.316
H18 0.669 1.018 0.548
H19 3.029 2.724 1.097
H20 1.494 3.324 0.409
H21 1.854 1.845 -1.590
H22 3.144 3.061 -1.403
H23 5.440 2.324 -0.586
H24 6.223 -1.687 -0.518
H25 3.775 -2.173 -0.958

The molecule's natural (NBO) atomic charges, reported in e, are given here:
1 C -0.2511
2 O -0.5149
3 C 0.2862
4 C -0.3020
5 C -0.1862
6 C -0.2386
7 C -0.1988
8 C -0.0016
9 C -0.2745
10 N -0.4583
11 C -0.2298
12 C -0.2415
13 N -0.6205
14 C 0.6700
15 O -0.6211
16 C -0.1723
17 C -0.5042
18 C 0.6947
19 O -0.6335
20 N -0.6639
21 C -0.2117
22 C -0.4437
23 C 0.1894
24 C 0.0065
25 N -0.3633
26 C -0.0127
27 C -0.0011
28 N -0.4326
29 H 0.2008
30 H 0.1819
31 H 0.1770
32 H 0.2197
33 H 0.2154
34 H 0.2158
35 H 0.2170
36 H 0.2167
37 H 0.2033
38 H 0.2183
39 H 0.2132
40 H 0.1992
41 H 0.2021
42 H 0.4027
43 H 0.2650
44 H 0.2254
45 H 0.2687
46 H 0.4304
47 H 0.2283
48 H 0.1984
49 H 0.2206
50 H 0.2189
51 H 0.1948
52 H 0.2002
53 H 0.1972

---

Number 1: DFT total energy -1565.31575 Eh. Number 2: DFT total energy -1565.38162 Eh. Number 3: DFT total energy -1242.37915 Eh. Number 4: DFT total energy -1276.65143 Eh.